(1)
Computed, not measured: 2 unconnected molecules or ions with the total composition C7H10Cl2Si at a distorted geometry, with ωB97M-V/def2-TZVPD.

```
! RIJCOSX wB97M-V def2-TZVPD def2/J DEFGRID3
* xyz 0 1
C 3.19314 -1.57244 -0.95497
Si 2.52641 -1.65481 0.70270
Cl 3.04739 -2.98042 2.11230
C 1.54791 -0.25481 1.50719
Cl 2.25916 1.37287 0.93282
H 3.84116 -2.22233 -1.31656
H 2.76619 -0.70469 -1.52087
H 1.74009 -0.18703 2.69899
H 0.41735 -0.17282 1.21907
C -2.16611 -0.08976 0.44498
C -2.17453 1.23774 0.53727
C -1.78072 1.83222 -0.74572
C -1.62915 0.60063 -1.62283
C -1.78289 -0.48685 -0.85801
H -2.49278 -0.80048 1.13873
H -2.47616 1.89203 1.39237
H -2.58354 2.36389 -1.25930
H -1.01298 2.67926 -0.60986
H -1.32861 0.64868 -2.65319
H -1.91133 -1.50089 -1.14513
*
```

Calculated values
Structure (SMILES) = C=[Si](Cl)CCl.C1=CCC=C1
E_HOMO = -8.24 eV
Molar mass = 193.1 g mol⁻¹
Maximum force = 7.24 eV Å⁻¹
LUMO level = 0.1 eV
Energy relative to the best compared isomer or geometry (same formula, charge and spin) = 82.6 kcal per mole
Total energy = -1482.5133 hartree

Results of the Löwdin charge analysis, in e, for atoms 1 through 6:
1. C -0.204
2. Si 0.180
3. Cl 0.320
4. C -0.687
5. Cl 0.399
6. H -0.109

---

(2)
Computed, not measured: C3H5N3 in the gas phase at a distorted geometry, with ωB97M-V/def2-TZVPD.

```
! RIJCOSX wB97M-V def2-TZVPD def2/J DEFGRID3
* xyz 0 1
N 1.31681 -0.99188 0.94774
C 0.12839 -0.59015 0.43688
N 1.07449 1.00592 -1.36639
N -0.08655 1.25803 -1.12406
C -0.83030 0.59962 -0.00834
C -1.09610 -0.82662 0.06010
H 1.39323 -1.63538 1.71987
H 2.16790 -0.65843 0.51973
H -0.60125 2.02060 -1.60620
H -1.56180 1.33145 0.40355
H -1.92323 -1.50856 0.03099
*
```

Calculated values
E_HOMO = -7.84 eV
Molar mass = 83.1 g mol⁻¹
Maximum force = 1.06 eV Å⁻¹
LUMO level = 1.1 eV
Energy relative to the best compared isomer or geometry (same formula, charge and spin) = 124.8 kcal per mole
Total energy = -281.3912 hartree

Results of the Löwdin charge analysis, in e, for atoms 1 through 6:
1. N 0.106
2. C -0.272
3. N 0.061
4. N -0.202
5. C -0.198
6. C 0.003

---

(3)
Computed, not measured: a molecular structure, C4H6NOP at a distorted geometry, with ωB97M-V/def2-TZVPD.

```
! RIJCOSX wB97M-V def2-TZVPD def2/J DEFGRID3
* xyz 0 1
C -0.33457 0.01528 -1.06937
C -1.15629 -1.02180 -1.26184
C 0.33866 0.36336 0.20401
C 0.40533 -0.64687 1.37918
N -1.43131 -2.00496 -0.34168
O -2.35991 -2.90971 -0.47263
P 0.38297 -2.42596 0.89552
H -0.40158 0.75635 -1.82810
H -1.71814 -1.22738 -2.12990
H 1.33592 0.68068 -0.01238
H -0.28829 1.33506 0.55936
H 1.31189 -0.52131 1.87364
H -0.41577 -0.64044 2.21241
*
```

Calculated values
E_HOMO (alpha / beta) = -7.70 / -8.82 eV
Molar mass = 115.1 g mol⁻¹
Maximum force = 4.16 eV Å⁻¹
LUMO level (alpha / beta) = -1.4 / -0.3 eV
Energy relative to the best compared isomer or geometry (same formula, charge and spin) = 99.3 kcal per mole
Total energy = -627.1720 hartree

Results of the Löwdin charge analysis, in e, for atoms 1 through 6:
1. C -0.138
2. C -0.184
3. C -0.261
4. C -0.526
5. N -0.308
6. O -0.127

---

(4)
Computed, not measured: a molecular structure, C5H4F2N2 at a distorted geometry, with ωB97M-V/def2-TZVPD.

```
! RIJCOSX wB97M-V def2-TZVPD def2/J DEFGRID3
* xyz 0 1
C -1.28508 0.49163 1.18793
C -0.87521 -0.64686 0.61751
C 0.36809 1.08511 -0.00698
C 1.03686 -1.17901 -0.82894
C 0.75473 -2.17439 -1.60073
N -0.55864 1.51231 0.82135
N 0.25846 -0.28170 -0.13806
F 1.65872 -2.79159 -2.29585
F -0.44389 -2.73987 -1.81757
H -2.23673 0.72228 1.62716
H -1.33352 -1.59343 0.62810
H 1.18980 1.80126 -0.32633
H 2.35540 -0.76567 -1.18469
*
```

Calculated values
E_HOMO = -9.20 eV
Molar mass = 130.1 g mol⁻¹
Maximum force = 6.70 eV Å⁻¹
LUMO level = 0.6 eV
Energy relative to the best compared isomer or geometry (same formula, charge and spin) = 47.3 kcal per mole
Total energy = -502.0706 hartree

Results of the Löwdin charge analysis, in e, for atoms 1 through 6:
1. C -0.206
2. C -0.039
3. C -0.142
4. C -0.033
5. C -0.411
6. N 0.037

---

Q: maximum force of number 3 (C4H6NOP)?
A: 4.16 eV Å⁻¹